96
Properties=species:S:1:pos:R:3:forces:R:3 method="wB97M-V/def2-TZVPD" e_tot_ev=-158771.21339 de_lowest_ev=1.478 total_charge=-2 orbital_gap_ev=5.20 homo_energy_ha=-0.071 multiplicity=1 lumo_energy_ev=3.27
Rb 0.108 -0.719 -0.233 0.024 0.479 -0.421
Se -2.132 0.858 7.834 -1.454 0.407 0.911
S -0.420 -1.354 -4.363 -0.077 -0.025 0.400
O 4.977 4.596 4.687 -0.420 -0.058 0.238
O 1.299 1.405 -1.741 0.140 -0.310 -0.351
O 0.067 -5.540 -0.370 0.207 -1.014 -0.214
O 0.652 5.395 0.335 -0.306 -1.377 1.867
O 0.774 3.281 7.088 1.310 -0.243 1.532
O 4.904 3.886 2.671 1.289 -0.405 -1.297
O -1.080 4.324 1.058 1.034 0.187 0.447
O 1.074 -3.259 0.005 0.000 -0.905 0.138
O -1.154 3.594 5.989 -0.095 0.113 0.444
N 0.090 4.673 1.181 -0.395 0.654 -0.993
N -2.920 0.061 -3.438 -0.403 -0.149 0.209
N 4.392 4.222 3.693 -1.926 0.292 0.073
N -2.976 1.365 6.332 0.324 -0.308 -0.290
N -1.581 1.170 1.669 0.810 -0.466 1.007
N 0.620 -0.400 2.560 0.160 -0.145 -1.680
N 3.030 -1.509 -0.419 -0.901 -4.030 1.067
N 2.854 -2.623 -1.299 0.897 1.009 -0.134
N -0.813 0.098 7.006 1.053 -0.275 1.809
N -1.426 -1.739 -3.028 0.912 -0.082 -0.810
N -4.555 -1.085 -1.576 -2.127 0.340 -1.073
C -2.395 2.210 -6.352 -1.340 2.042 -1.368
C -2.870 -2.311 -0.650 1.804 -2.988 1.510
C -2.400 0.613 -4.614 1.500 -2.648 1.134
C 1.881 -4.749 -1.699 -0.064 -2.394 -2.227
C -3.338 2.223 3.535 0.459 -0.180 -1.493
C 0.693 -6.872 -2.204 0.272 -1.007 -0.963
C -3.291 -1.510 -1.634 -1.377 1.402 -0.249
C 4.143 0.115 -4.514 -0.332 0.780 -0.467
C 2.379 -6.090 -3.728 0.362 0.470 0.346
C -1.191 0.057 -5.102 -0.315 1.033 -0.316
C -0.937 0.358 5.770 -0.498 -0.724 -1.688
C -2.166 1.022 5.369 1.031 1.090 -0.971
C 2.141 1.007 -2.623 1.487 -1.974 1.425
C -3.781 -2.746 0.340 2.323 -0.545 0.213
C 0.790 3.833 4.797 0.653 0.565 -0.913
C -5.071 -2.373 0.359 -1.728 1.297 -2.207
C 2.644 -5.000 -2.891 -1.774 0.481 1.267
C 0.018 -0.182 4.817 0.547 0.398 0.111
C 4.249 -0.291 -3.163 -2.321 1.716 -1.322
C 2.171 3.923 4.784 -0.148 -0.368 1.862
C 0.812 4.263 2.463 1.772 0.966 -2.145
C -2.593 1.952 1.311 0.468 -0.778 0.008
C 3.248 -0.377 -0.855 1.209 2.715 -1.355
C -0.613 0.671 -6.198 0.246 -0.975 -0.901
C -1.345 0.926 2.999 -1.181 0.764 -0.650
C 2.033 1.225 -3.990 -0.362 1.118 -0.879
C -3.008 1.582 -5.290 -2.482 2.374 0.599
C 3.279 0.112 -2.268 -1.309 0.614 0.540
C -5.496 -1.549 -0.731 2.857 0.016 0.276
C -3.499 2.509 2.193 -0.335 0.958 0.096
C -2.456 -1.047 -2.800 -0.111 -0.330 0.815
C -1.222 1.782 -6.865 1.216 -1.706 1.113
C 1.951 -3.471 -0.920 -0.157 0.740 0.291
C 2.223 4.291 2.408 -0.270 1.130 -0.898
C 2.047 -1.317 4.214 -0.991 -0.206 0.087
C 1.674 -1.119 2.876 0.104 0.416 0.984
C 1.178 -0.889 5.225 -0.256 0.535 -2.752
C 0.883 -5.778 -1.427 0.854 3.169 1.359
C 2.865 4.169 3.627 0.913 -0.161 0.128
C -0.187 0.094 3.461 -0.591 0.187 0.502
C 1.442 -7.038 -3.365 -0.051 0.017 -0.257
C -2.255 1.453 3.933 -0.419 -1.341 1.457
C 0.095 3.560 6.122 -2.121 -0.070 -1.693
C 3.018 0.908 -4.927 0.856 -0.839 0.600
C 0.102 4.067 3.596 -1.143 -1.016 0.899
H -5.760 -2.763 1.058 -0.612 -0.256 0.698
H 0.478 -4.714 0.005 -0.566 0.811 0.507
H -4.249 3.233 1.806 0.420 -0.829 0.452
H -0.984 3.966 3.536 0.331 0.332 0.286
H -3.863 0.216 -3.148 -0.680 0.621 -0.093
H 2.871 -6.135 -4.695 0.086 -0.154 0.139
H 1.376 -1.053 6.239 0.154 -0.160 1.310
H 3.482 0.338 -0.058 -0.235 0.198 -0.206
H 1.265 -7.861 -4.051 -0.140 -0.074 0.214
H -1.864 -2.808 -0.707 -0.964 0.682 0.213
H 5.017 -0.882 -2.802 1.522 -1.250 0.402
H 1.107 1.772 -4.179 0.279 0.121 -0.750
H -0.065 -7.575 -1.911 -0.247 -0.212 0.036
H -4.052 2.542 4.230 -0.665 0.509 1.117
H 3.264 -4.199 -3.225 0.625 0.317 -0.078
H -3.972 2.033 -4.904 1.154 -0.728 -0.389
H 2.242 -1.499 2.045 0.343 -0.242 -0.255
H 4.947 -0.130 -5.226 -0.478 0.119 0.301
H -3.428 -3.442 1.103 0.076 0.245 -0.217
H -2.914 3.102 -6.795 0.558 -0.983 0.372
H 2.936 1.286 -5.969 0.031 -0.488 0.716
H 0.255 0.108 -6.610 -0.389 1.027 0.188
H -0.749 2.248 -7.700 0.241 0.197 -0.384
H 2.933 -1.899 4.393 0.225 -0.001 0.340
H 2.595 3.744 5.799 0.154 0.266 -1.062
H 2.721 4.594 1.448 -0.452 -0.655 1.205
H -6.500 -1.231 -0.961 -0.202 0.044 0.375
H -2.719 2.095 0.250 0.121 0.113 -0.224



11
Properties=species:S:1:pos:R:3:forces:R:3 method="wB97M-V/def2-TZVPD" e_tot_ev=-19142.09089 smiles="C=C(C=S)C(=O)O" de_lowest_ev=0.900 orbital_gap_ev=7.90 homo_energy_ha=-0.330 multiplicity=1 lumo_energy_ev=-1.07
S -2.771 0.428 0.608 -0.999 0.038 0.364
O 0.669 -0.054 -1.930 0.303 0.129 -0.448
O 2.102 -0.561 -0.299 0.509 0.057 0.135
C -0.135 0.075 0.320 1.055 -0.133 -0.723
C 0.120 -0.173 1.607 0.093 -0.302 0.209
C -1.424 0.499 -0.241 0.035 0.247 -0.158
C 1.018 -0.184 -0.635 -0.599 -0.361 0.139
H 1.079 -0.574 1.939 -0.129 0.291 -0.414
H -0.617 -0.060 2.387 -0.286 0.179 -0.125
H 1.455 -0.270 -2.481 -0.506 0.123 0.542
H -1.496 0.874 -1.274 0.524 -0.269 0.478



47
Properties=species:S:1:pos:R:3:forces:R:3 method="wB97M-V/def2-TZVPD" e_tot_ev=-45909.66014 orbital_gap_ev="7.50 / 8.57" homo_energy_ha="-0.280 / -0.321" multiplicity=8 lumo_energy_ev="-0.11 / -0.17"
Eu 0.493 0.055 0.540 0.466 0.853 -2.266
N 1.335 -0.995 -1.718 0.467 -0.149 -0.839
N -1.248 -0.008 -3.019 0.062 0.038 0.624
N 0.585 1.748 -2.745 0.179 -0.115 1.706
N 0.600 1.788 -1.342 0.491 1.113 -1.252
N 1.211 -0.757 -3.093 0.138 -0.032 2.486
N -1.450 -0.132 -1.678 -0.930 -0.429 0.368
C 0.902 2.972 -3.233 0.100 -0.054 0.735
C 2.970 0.758 5.324 0.692 0.442 -0.379
C 1.138 3.835 -2.156 -0.196 -0.822 -0.014
C 2.248 -1.956 -1.570 -0.775 0.501 -0.591
C 1.757 0.081 4.685 -0.213 -0.164 0.669
C 1.819 0.311 3.213 1.416 0.989 -1.843
C 2.039 -1.594 -3.743 0.170 -0.137 0.336
C 0.484 0.676 5.285 -0.473 0.336 -0.213
C 1.801 -1.416 4.979 0.090 -0.565 -0.266
C 2.712 -2.391 -2.816 -0.348 0.465 0.014
C 0.945 3.039 -1.006 -0.258 -0.423 -1.015
C -1.114 -1.702 1.663 1.085 -2.792 0.171
C -2.412 -0.244 -3.695 -0.312 -0.189 0.928
C -3.388 -0.543 -2.723 0.592 0.167 -0.859
C 2.273 0.678 2.087 -1.082 -0.854 2.447
C -2.748 -0.460 -1.490 0.997 0.207 -0.610
B 0.240 0.404 -3.470 -1.075 -0.023 -0.318
H -4.408 -0.802 -2.890 -0.389 -0.038 -0.195
H -0.979 -2.030 2.729 -0.789 -0.268 -1.103
H 3.092 0.685 6.414 -0.500 -0.279 -0.206
H 3.428 -3.166 -2.965 0.262 -0.202 -0.363
H -0.176 -2.344 1.092 -2.095 2.771 1.327
H 2.707 -1.852 4.554 0.063 0.038 -0.002
H -3.179 -0.642 -0.498 0.385 0.199 -0.485
H 2.124 -1.569 -4.818 -0.085 0.008 0.047
H 3.869 0.347 4.864 0.083 0.031 0.062
H 1.028 3.320 0.041 0.051 -0.070 -0.254
H 0.425 0.564 6.379 0.092 -0.171 -0.340
H 1.799 -1.664 6.051 -0.179 0.280 -0.251
H 0.965 -1.914 4.476 -0.026 -0.031 0.250
H 0.962 3.155 -4.306 -0.083 -0.145 0.456
H 0.424 1.745 5.063 0.097 0.004 0.044
H -1.369 -0.635 1.807 0.984 -0.151 -0.598
H 1.423 4.868 -2.158 0.019 0.147 -0.221
H 0.203 0.576 -4.657 0.217 0.011 -0.037
H 2.493 -2.280 -0.563 0.157 -0.092 -0.223
H -0.399 0.229 4.814 0.025 -0.087 0.236
H 2.948 1.817 5.064 0.059 0.053 0.065
H -2.544 -0.210 -4.792 0.495 0.066 0.930
H -1.961 -2.070 1.074 -0.125 -0.440 0.842



79
Properties=species:S:1:pos:R:3:forces:R:3 method="wB97M-V/def2-TZVPD" e_tot_ev=-58024.32924 orbital_gap_ev=7.55 homo_energy_ha=-0.297 multiplicity=1 lumo_energy_ev=-0.54
In 1.699 -0.854 -0.999 0.702 0.004 -0.059
Si -0.822 0.938 0.693 -0.273 -0.372 0.835
O -0.808 0.822 2.355 0.206 0.019 -0.690
O 2.944 -1.816 0.435 -0.475 -0.217 -0.109
O -1.256 2.494 0.459 -0.500 0.112 -0.043
O 0.556 0.617 -0.064 0.709 -0.879 -0.779
O -1.965 -0.172 0.197 0.273 0.703 0.240
O 3.403 -0.132 -2.161 -0.451 -0.486 -0.410
N 1.096 -1.651 -3.120 0.337 2.053 -1.880
N 0.478 -2.716 -0.853 -0.857 -1.252 1.582
C 5.199 0.246 -5.346 -0.654 0.055 0.454
C -3.199 -0.549 0.847 0.201 -0.814 -0.399
C -0.054 3.869 -1.021 -0.139 -0.484 -0.293
C 1.378 1.564 3.051 0.000 0.255 -0.240
C 1.290 -0.859 -4.164 0.911 -0.245 1.659
C 0.322 -3.378 0.271 0.938 1.527 -0.760
C -0.186 -2.285 -3.174 -1.027 -0.764 -0.591
C 2.484 -2.550 1.426 -0.229 0.859 0.129
C 1.211 -3.228 1.400 0.160 -0.400 1.017
C 4.904 0.164 -3.993 0.258 -0.081 0.811
C -0.769 2.919 3.556 0.294 -0.257 0.234
C 2.886 -0.037 -5.824 -0.489 -0.818 -0.134
C -2.845 -1.643 1.842 0.140 1.061 1.371
C -4.010 -1.222 -0.248 0.085 0.287 -0.984
C 4.166 0.133 -6.298 0.100 0.480 0.189
C 0.767 -3.802 2.626 -0.626 -0.531 -0.217
C -2.355 4.490 -0.164 0.407 -0.294 0.266
C 3.246 -2.594 2.646 0.070 0.029 -0.097
C -3.945 0.635 1.478 0.939 -0.231 -0.004
C -0.468 -3.091 -1.899 0.244 -0.494 -0.650
C -1.456 3.350 -0.673 0.468 0.209 0.446
C 2.719 -3.133 3.808 0.948 0.141 -0.785
C -2.021 2.550 -1.822 -0.039 -0.786 -0.552
C 1.455 -3.711 3.809 -0.074 0.177 -0.256
C 3.606 -0.133 -3.465 -0.203 0.317 -0.311
C -0.108 1.562 3.386 -0.406 -1.385 0.524
C 2.583 -0.306 -4.461 0.474 0.371 0.177
C -0.393 0.709 4.666 0.780 0.247 -0.130
H -1.754 2.737 3.988 -0.106 0.276 -0.227
H -1.313 1.761 -2.113 0.106 0.265 0.050
H -4.114 1.441 0.778 0.136 0.163 -0.402
H -2.600 5.187 -0.958 -0.046 0.122 -0.188
H 4.257 -2.141 2.678 -0.835 -0.257 -0.313
H -2.241 3.124 -2.716 0.133 0.420 -0.068
H 0.468 -0.581 -4.836 0.090 -0.601 -0.157
H -4.964 -1.597 0.089 -0.332 -0.031 0.336
H -0.559 -4.037 0.369 0.533 0.055 0.057
H 0.583 2.978 -1.126 -0.015 0.384 -0.044
H 0.298 4.453 -0.178 0.218 0.175 -0.008
H -3.278 4.089 0.268 0.101 0.034 -0.102
H -1.493 -2.903 -1.574 0.023 -0.079 0.039
H 1.049 -4.037 4.741 -0.317 -0.496 0.249
H -1.808 5.040 0.628 -0.342 -0.292 -0.378
H 2.007 2.045 3.796 -0.135 0.037 0.278
H -0.234 -2.930 -4.095 0.019 0.317 0.978
H -3.711 -2.024 2.385 -0.170 0.017 -0.126
H 1.722 0.547 2.908 0.037 -0.337 0.146
H 0.076 1.153 5.560 -0.202 0.001 -0.308
H 2.053 -0.129 -6.528 0.264 0.075 0.114
H 6.212 0.466 -5.671 -0.098 -0.147 0.128
H 0.001 -0.313 4.577 -0.016 0.267 -0.211
H -1.466 0.633 4.828 -0.103 0.092 -0.012
H -0.209 3.547 4.246 0.111 0.013 0.118
H 1.579 2.058 2.104 -0.164 0.250 -0.164
H -0.354 -4.174 -2.137 -0.090 0.664 0.321
H -0.013 4.452 -1.951 -0.113 -0.030 0.269
H -3.355 1.034 2.313 -0.238 -0.098 -0.100
H -2.925 1.995 -1.598 -0.358 0.115 0.478
H 4.380 0.250 -7.363 -0.183 -0.049 0.395
H 5.681 0.298 -3.229 -0.236 -0.029 -0.459
H -3.474 -2.086 -0.700 -0.116 0.621 0.319
H -0.162 -4.398 2.622 0.342 0.575 -0.078
H -2.158 -1.215 2.589 -0.095 -0.285 -0.178
H -0.960 -1.534 -3.317 -0.295 0.152 0.105
H -4.198 -0.479 -1.031 -0.045 -0.209 -0.107
H -4.914 0.316 1.809 -0.473 -0.271 0.402
H 3.355 -3.182 4.695 -0.323 0.247 -0.128
H -2.362 -2.460 1.344 0.310 -0.450 -0.347
H -0.834 3.416 2.602 -0.177 0.209 -0.238